--- P ---
Here is a cluster of 3 separate species, C3H13NO4 in total from the Open Molecules 2025 dataset. Energies are from ωB97M-V with the def2-TZVPD basis set.

Summary:
SMILES: OCCNCO.O.O
HOMO-LUMO gap in eV: 9.90

Geometry as XYZ:
```
21
C3H13NO4 | the Open Molecules 2025 dataset | ωB97M-V with the def2-TZVPD basis set
C 0.7154 1.0625 1.4143
C 1.6124 1.3582 0.1701
O 2.3811 0.2200 -0.1675
N -0.6284 0.6668 0.8937
C -0.8173 -0.7571 0.8351
O -1.0973 -1.3104 2.1382
H 1.2167 0.2527 1.9611
H 0.5246 1.9179 2.0839
H 2.3495 2.0635 0.5477
H 1.0149 1.6850 -0.6674
H 1.8580 -0.5057 -0.5154
H -1.4116 1.1421 1.3143
H -1.7500 -1.0126 0.2895
H 0.0473 -1.2502 0.4243
H -0.3602 -1.8724 2.3777
H -1.4535 0.6561 -1.3909
H -2.7802 0.4615 -2.0197
O -1.8708 0.1395 -2.1231
H 0.7382 -2.0749 -2.9081
H -0.5066 -1.1317 -2.4757
O 0.2178 -1.7108 -2.1819
```

These are the natural (NBO) partial charges, in e, on atoms 1 to 4: -0.25 -0.07 -0.73 -0.68

---

--- Q ---
Here is a cluster of 4 separate species, C3H13NO4 in total from the Open Molecules 2025 dataset. Energies are from ωB97M-V with the def2-TZVPD basis set.

Summary:
SMILES: CNCC=O.O.O.O
HOMO-LUMO gap in eV: 9.71

Geometry as XYZ:
```
21
C3H13NO4 | the Open Molecules 2025 dataset | ωB97M-V with the def2-TZVPD basis set
C -0.6259 -2.2483 1.5309
N -0.3674 -0.8299 1.7866
C -1.0548 0.0415 0.7564
C -0.5783 1.4812 0.8764
O -0.7246 2.1913 -0.0553
H -0.8844 -2.7025 2.5468
H -1.4174 -2.5031 0.8033
H 0.2610 -2.9202 1.2034
H -0.6516 -0.5310 2.7294
H -2.1786 0.0795 0.7909
H -0.9994 -0.2647 -0.3879
H -0.0644 2.0195 1.7419
H 1.9408 0.0414 0.7356
H 3.0503 0.5927 0.1016
O 2.1062 0.7993 0.1204
H -0.4858 -0.5100 -2.2980
H -0.7441 -1.9163 -2.7879
O -0.3584 -1.4815 -2.0495
H 1.8210 0.4808 -2.3700
H 0.9514 0.6833 -1.1516
O 0.9176 0.6926 -2.1588
```

These are the natural (NBO) partial charges, in e, on atoms 1 to 4: -0.42 -0.66 -0.37 0.41

---

--- R ---
Here is a cluster of 4 separate species, C3H13NO4 in total from the Open Molecules 2025 dataset. Energies are from ωB97M-V with the def2-TZVPD basis set.

Summary:
SMILES: CCNC=O.O.O.O
HOMO-LUMO gap in eV: 10.03

Geometry as XYZ:
```
21
C3H13NO4 | the Open Molecules 2025 dataset | ωB97M-V with the def2-TZVPD basis set
C 0.9669 -0.8281 1.1095
N 1.0427 0.1518 0.1887
C 0.3955 0.0571 -1.1712
C 1.0091 -1.2057 -1.9940
O 1.3008 -0.6871 2.2832
H 0.8302 -1.9235 0.8431
H 1.0304 1.2140 0.4614
H 0.4350 1.0861 -1.5584
H -0.7518 -0.1649 -1.0368
H 1.3562 -1.8976 -1.4080
H 1.9219 -0.7827 -2.4712
H 0.3806 -1.7128 -2.7581
H -1.2668 3.0117 -0.6447
H 0.3346 2.6501 -0.4759
O -0.2877 3.1789 -0.8185
H -0.1404 1.9305 3.3882
H -0.4044 0.6877 2.5184
O -0.5219 1.6772 2.4916
H -3.1024 -1.9533 0.7277
H -2.2793 -2.6641 -0.0850
O -2.2492 -1.8251 0.4100
```

These are the natural (NBO) partial charges, in e, on atoms 1 to 4: 0.51 -0.63 -0.23 -0.61

---

Q: Which of them is the most stable? A: P.

---

--- P ---
Here is an isolated molecule of C9H16N2 from the Open Molecules 2025 dataset. Energies are from ωB97M-V with the def2-TZVPD basis set.

Summary:
SMILES: CC#CN(CC)N(C)/C=C/C
HOMO-LUMO gap in eV: 8.59

Geometry as XYZ:
```
27
C9H16N2 | the Open Molecules 2025 dataset | ωB97M-V with the def2-TZVPD basis set
C -0.6948 0.4466 2.0907
C -0.5498 -0.0891 0.9818
C 0.9661 1.3111 -1.2640
C 1.6098 0.2165 -0.8048
C -0.8531 1.5035 3.0448
C 1.7079 2.5368 -1.7253
C -2.7125 -1.6062 -0.3673
C 1.7276 -2.1200 0.0326
C -1.3808 -1.2670 -0.9779
N -0.3335 -0.9044 -0.0952
N 0.9588 -0.9990 -0.6144
H -0.0475 1.4165 -1.3423
H 2.6810 0.2094 -0.7285
H -0.0538 2.2384 2.9626
H -1.8325 2.1092 2.8097
H -0.9181 1.0667 4.0560
H 1.3060 2.9636 -2.7210
H 1.7005 3.4222 -0.9345
H 2.8432 2.4578 -1.9202
H -2.7992 -0.8537 0.4297
H -3.4481 -1.5436 -1.0506
H -2.8396 -2.6299 0.1511
H 0.9658 -2.7429 0.6435
H 2.1757 -2.9446 -0.5206
H 2.4160 -1.7558 0.8438
H -1.1033 -2.1498 -1.4186
H -1.4917 -0.2925 -1.5611
```

These are the natural (NBO) partial charges, in e, on atoms 1 to 4: -0.07 0.12 -0.27 -0.01

---

--- Q ---
Here is an isolated molecule of C9H16N2 from the Open Molecules 2025 dataset. Energies are from ωB97M-V with the def2-TZVPD basis set.

Summary:
SMILES: C=C(C)[C@H](C)CCC(N)=C=N
HOMO-LUMO gap in eV: 8.55

Geometry as XYZ:
```
27
C9H16N2 | the Open Molecules 2025 dataset | ωB97M-V with the def2-TZVPD basis set
C 2.9427 -0.7026 0.3549
C 0.1088 1.2906 0.4140
C 1.4572 1.0055 1.1073
C -0.9112 0.1030 0.7161
C 2.5043 0.5107 0.0733
C -0.7525 -1.1372 -0.1815
C -2.4030 0.5124 0.6394
C -0.9697 -2.3198 0.3322
C -0.6920 -0.6983 -1.6545
N 3.5845 -1.5948 0.8055
N 2.5785 1.0074 -1.2939
H -0.5350 2.1261 0.6573
H 0.2760 1.4291 -0.7134
H 1.8385 1.9660 1.3941
H 1.3857 0.3628 1.9626
H -0.6220 -0.2805 1.6365
H -2.3780 1.1121 -0.3731
H -2.7629 1.1589 1.5256
H -2.9566 -0.3403 0.4991
H 3.3616 -2.5799 0.4338
H -0.8749 -3.2589 -0.3352
H -1.2833 -2.3602 1.4424
H -1.5801 0.0093 -1.7679
H -0.9474 -1.6264 -2.3066
H 0.3545 -0.2827 -1.7367
H 3.3887 0.5549 -1.6951
H 2.8918 1.9392 -1.3507
```

These are the natural (NBO) partial charges, in e, on atoms 1 to 4: 0.35 -0.42 -0.41 -0.25

---

Q: Which of them is the most stable? A: Q.